Entry 1:
This record from OMol25 describes a molecular structure, C39H55F3O2P2PtSiTe4. The level of theory is ωB97M-V/def2-TZVPD.

Results
- Expectation value of S²: 6.04
- Multiplicity: 5
- Lowest unoccupied orbital energy (spin up / spin down): -0.71 / -2.42 eV

```
107
C39H55F3O2P2PtSiTe4 (ωB97M-V/def2-TZVPD)
Pt -0.57 -1.33 0.01
C -3.01 -0.52 2.81
Si -1.98 0.00 1.37
C -0.75 1.23 2.11
C -1.19 2.41 2.71
C -0.30 3.39 3.12
C 1.07 3.21 2.94
C 1.53 2.02 2.39
C 0.64 1.03 1.99
P 1.15 -0.58 1.31
C 2.70 -0.34 0.35
C 2.84 -1.46 -0.70
C 4.03 -1.22 -1.62
C 5.32 -1.06 -0.83
C 5.19 0.03 0.23
C 4.00 -0.23 1.16
C 1.59 -1.63 2.77
C 0.39 -2.46 3.26
C 0.60 -2.93 4.69
C 0.63 -1.74 5.66
C 1.19 -0.48 4.99
C 2.24 -0.85 3.94
C -3.12 0.82 0.10
C -4.41 1.21 0.46
C -5.34 1.62 -0.49
C -4.99 1.65 -1.83
C -3.70 1.28 -2.21
C -2.77 0.87 -1.26
P -1.02 0.45 -1.62
C -0.24 2.12 -1.86
C -0.32 3.08 -0.67
C 0.65 4.26 -0.88
C 0.80 4.64 -2.35
C -0.50 4.36 -3.08
C -0.79 2.84 -3.12
C -0.68 -0.38 -3.23
C -1.62 -0.13 -4.43
C -0.94 -0.48 -5.77
C 0.08 -1.61 -5.60
C 1.23 -1.17 -4.69
C 0.78 -0.13 -3.65
H -3.22 0.38 3.41
H -2.47 -1.23 3.43
H -3.95 -0.98 2.50
H -2.25 2.59 2.83
H -0.66 4.31 3.57
H 1.77 3.98 3.23
H 2.60 1.89 2.26
H 2.53 0.61 -0.18
H 1.92 -1.56 -1.27
H 2.97 -2.41 -0.17
H 3.85 -0.30 -2.20
H 4.11 -2.03 -2.34
H 6.16 -0.85 -1.49
H 5.55 -2.01 -0.33
H 5.05 1.00 -0.27
H 6.11 0.11 0.81
H 3.95 0.55 1.91
H 4.17 -1.17 1.69
H 2.34 -2.32 2.36
H 0.23 -3.31 2.60
H -0.54 -1.89 3.20
H 1.54 -3.49 4.75
H -0.19 -3.63 4.96
H 1.23 -2.00 6.54
H -0.38 -1.54 6.03
H 1.63 0.19 5.74
H 0.39 0.08 4.52
H 3.00 -1.49 4.40
H 2.76 0.03 3.59
H -4.72 1.15 1.50
H -6.34 1.90 -0.18
H -5.71 1.94 -2.58
H -3.46 1.29 -3.26
H 0.82 1.89 -2.02
H -0.08 2.58 0.25
H -1.35 3.44 -0.57
H 1.62 4.00 -0.45
H 0.29 5.12 -0.30
H 1.60 4.07 -2.82
H 1.08 5.69 -2.45
H -0.48 4.74 -4.11
H -1.32 4.88 -2.58
H -0.34 2.42 -4.02
H -1.86 2.69 -3.20
H -0.75 -1.44 -2.98
H -1.95 0.91 -4.48
H -2.52 -0.74 -4.29
H -0.43 0.40 -6.16
H -1.70 -0.75 -6.50
H 0.47 -1.92 -6.57
H -0.41 -2.48 -5.16
H 2.05 -0.75 -5.28
H 1.63 -2.03 -4.16
H 0.86 0.88 -4.08
H 1.46 -0.14 -2.79
Te -0.26 -4.00 -0.13
Te 0.86 -4.33 -2.59
Te -2.21 -4.13 -3.32
Te -2.69 -2.74 -0.95
F -4.76 -5.23 3.71
C -3.59 -4.60 3.59
F -2.62 -5.52 3.71
F -3.47 -3.76 4.66
C -3.48 -3.75 2.28
O -4.54 -3.35 1.80
O -2.30 -3.55 1.92
```

Entry 2:
This record from OMol25 describes 3 unconnected molecules or ions with the total composition C3H11NOS2. The level of theory is ωB97M-V/def2-TZVPD.

Results
- Lowest unoccupied orbital energy: -3.74 eV

```
18
C3H11NOS2 (ωB97M-V/def2-TZVPD)
S 3.82 -0.61 -0.56
S -3.72 0.49 0.04
C -2.14 -0.40 -0.16
C -1.00 0.57 0.13
N 0.26 -0.15 0.15
C 0.85 -0.41 -1.14
H -4.54 -0.50 -0.31
H -2.10 -1.22 0.56
H -2.04 -0.81 -1.16
H -1.15 1.04 1.11
H -1.03 1.41 -0.59
H 0.96 0.23 0.77
H 1.05 0.51 -1.71
H 0.25 -1.10 -1.73
H 1.87 -0.82 -1.03
H 3.09 0.64 1.12
H 2.93 0.23 2.56
O 2.61 0.89 1.94
```

Entry 3:
This record from OMol25 describes 2 unconnected molecules or ions with the total composition C5H15NO2. The level of theory is ωB97M-V/def2-TZVPD.

Results
- Lowest unoccupied orbital energy: 0.80 eV

```
23
C5H15NO2 (ωB97M-V/def2-TZVPD)
C 0.49 -1.37 -0.85
O 1.55 -2.30 -0.81
C -0.33 -1.47 0.42
C -1.40 -0.40 0.67
C -1.96 0.43 -0.49
C -1.13 1.66 -0.78
N -1.00 2.51 0.45
H -0.07 -1.75 -1.75
H 0.80 -0.36 -1.13
H 2.38 -1.90 -0.53
H 0.40 -1.46 1.22
H -0.74 -2.51 0.38
H -1.00 0.25 1.46
H -2.31 -0.77 1.21
H -3.05 0.61 -0.42
H -1.94 -0.29 -1.36
H -1.53 2.35 -1.52
H -0.19 1.42 -1.28
H -1.66 2.16 1.14
H -1.38 3.44 0.32
H 2.40 0.07 1.31
H 3.12 1.35 1.68
O 3.17 0.60 1.07
```

Entry 4:
This record from OMol25 describes 10 unconnected molecules or ions with the total composition C44H94N2O8. The level of theory is ωB97M-V/def2-TZVPD.

Results
- Expectation value of S²: 0.75
- Net charge: -1
- Multiplicity: 2
- Lowest unoccupied orbital energy (spin up / spin down): 2.26 / 2.22 eV

```
148
C44H94N2O8 (ωB97M-V/def2-TZVPD)
C 11.14 1.69 -7.34
C 9.97 1.84 -8.31
C 9.63 3.31 -8.02
O 10.86 3.95 -7.61
C 11.93 3.00 -7.44
H 11.83 0.91 -7.68
H 10.78 1.59 -6.32
H 9.16 1.15 -8.08
H 10.26 1.64 -9.34
H 8.89 3.35 -7.22
H 9.23 3.83 -8.90
H 12.36 3.17 -6.45
H 12.73 3.04 -8.17
C 17.54 -4.88 -2.71
C 16.74 -5.98 -3.35
C 15.40 -5.22 -3.54
O 15.86 -3.92 -3.85
C 17.15 -3.61 -3.34
H 18.61 -5.09 -2.68
H 17.24 -4.85 -1.66
H 16.72 -6.92 -2.80
H 17.16 -6.25 -4.31
H 14.81 -5.31 -2.62
H 14.69 -5.56 -4.29
H 17.16 -2.70 -2.74
H 17.90 -3.40 -4.10
C 8.65 -0.33 -5.07
C 7.91 1.00 -5.14
C 8.36 1.66 -3.87
O 8.55 0.64 -2.96
C 8.84 -0.62 -3.57
H 9.62 -0.22 -5.55
H 8.09 -1.07 -5.64
H 6.85 0.77 -5.04
H 8.09 1.59 -6.04
H 7.65 2.39 -3.47
H 9.29 2.19 -4.04
H 8.19 -1.45 -3.30
H 9.85 -0.96 -3.33
C 8.63 -5.65 -2.09
C 8.63 -4.45 -1.14
C 10.16 -4.16 -1.01
O 10.67 -5.50 -0.83
C 9.91 -6.40 -1.68
H 8.75 -5.17 -3.06
H 7.70 -6.21 -2.18
H 8.30 -4.70 -0.13
H 7.95 -3.66 -1.46
H 10.39 -3.47 -0.20
H 10.58 -3.82 -1.96
H 9.64 -7.33 -1.18
H 10.46 -6.60 -2.59
C 16.54 -2.40 -8.40
C 15.37 -1.64 -8.91
C 14.64 -1.02 -7.74
O 15.71 -0.83 -6.77
C 16.58 -1.97 -6.91
H 17.46 -2.10 -8.89
H 16.36 -3.48 -8.46
H 14.70 -2.21 -9.56
H 15.76 -0.81 -9.50
H 13.85 -1.61 -7.28
H 14.18 -0.07 -8.01
H 16.18 -2.70 -6.20
H 17.59 -1.80 -6.53
C 13.34 -0.49 -2.99
C 12.76 0.77 -3.42
C 13.56 1.10 -4.70
O 14.85 0.58 -4.44
C 14.68 -0.63 -3.63
H 12.75 -1.32 -3.39
H 13.31 -0.60 -1.91
H 12.90 1.55 -2.67
H 11.72 0.68 -3.72
H 13.56 2.18 -4.85
H 13.09 0.63 -5.57
H 15.49 -0.83 -2.93
H 14.68 -1.46 -4.35
C 16.22 -7.16 -7.91
C 15.34 -7.70 -6.86
C 16.13 -8.93 -6.32
O 17.50 -8.74 -6.63
C 17.58 -7.40 -7.24
H 16.06 -6.12 -8.20
H 16.08 -7.80 -8.78
H 14.35 -7.93 -7.25
H 15.16 -7.10 -5.97
H 15.76 -9.88 -6.73
H 16.11 -8.93 -5.23
H 18.36 -7.41 -8.00
H 17.87 -6.69 -6.47
C 6.97 -5.31 -5.57
C 5.70 -4.81 -4.93
C 6.15 -3.79 -3.94
O 7.28 -3.22 -4.58
C 7.91 -4.11 -5.47
H 6.75 -5.59 -6.60
H 7.37 -6.14 -4.99
H 5.19 -5.63 -4.43
H 4.98 -4.44 -5.65
H 6.46 -4.19 -2.97
H 5.40 -3.03 -3.74
H 8.89 -4.46 -5.16
H 7.91 -3.53 -6.39
C 7.81 -3.69 -10.50
C 8.26 -3.90 -11.90
N 9.70 -4.36 -12.12
C 10.16 -5.54 -11.36
C 9.26 -6.72 -11.42
C 10.60 -3.23 -11.89
C 12.13 -3.55 -12.19
H 7.99 -4.53 -9.84
H 6.76 -3.40 -10.49
H 8.29 -2.82 -10.05
H 7.64 -4.71 -12.28
H 8.12 -3.00 -12.50
H 11.13 -5.88 -11.73
H 10.31 -5.29 -10.31
H 8.26 -6.52 -11.03
H 9.20 -7.00 -12.47
H 9.63 -7.46 -10.71
H 10.38 -2.90 -10.87
H 10.35 -2.38 -12.51
H 12.57 -4.14 -11.38
H 12.66 -2.60 -12.22
H 12.21 -4.08 -13.14
C 12.00 -4.42 -4.41
C 12.18 -4.11 -5.90
N 11.02 -4.62 -6.64
C 10.82 -3.95 -7.94
C 10.89 -2.41 -7.88
C 10.81 -6.06 -6.71
C 11.83 -6.73 -7.59
H 12.71 -3.87 -3.78
H 12.27 -5.46 -4.27
H 11.00 -4.18 -4.05
H 12.29 -3.03 -5.95
H 13.12 -4.60 -6.17
H 11.64 -4.18 -8.62
H 9.86 -4.13 -8.43
H 10.26 -2.03 -7.08
H 11.91 -2.06 -7.79
H 10.55 -2.03 -8.84
H 9.80 -6.29 -7.06
H 10.81 -6.46 -5.70
H 12.86 -6.49 -7.32
H 11.71 -6.54 -8.66
H 11.63 -7.80 -7.52
```

Entry 5:
This record from OMol25 describes a molecular structure, C30H50ClF5OP2PdSi2. The level of theory is ωB97M-V/def2-TZVPD.

Results
- Expectation value of S²: 6.04
- Multiplicity: 5
- Lowest unoccupied orbital energy (spin up / spin down): 0.26 / -1.59 eV

```
92
C30H50ClF5OP2PdSi2 (ωB97M-V/def2-TZVPD)
Pd -0.17 0.35 -0.72
C 1.62 -0.05 -1.98
C 0.84 -1.24 -2.14
C -0.42 -0.82 -2.68
Si 1.51 -2.92 -1.66
C -0.37 0.59 -2.92
C 0.90 1.08 -2.47
Si 1.61 2.81 -2.29
H 2.62 -0.01 -1.55
H -1.26 -1.47 -2.88
H -1.16 1.21 -3.34
Cl -4.72 -0.11 1.38
C 3.45 2.75 -2.07
C 1.06 3.83 -3.74
C 3.37 -2.92 -1.47
C 1.02 -4.22 -2.91
H 1.69 3.56 -4.60
H 1.20 4.90 -3.52
H 0.01 3.66 -4.01
H 3.73 2.29 -1.12
H 3.85 3.77 -2.10
H 3.92 2.18 -2.89
H 1.64 -4.07 -3.81
H -0.04 -4.16 -3.21
H 1.23 -5.22 -2.51
H 3.85 -2.51 -2.37
H 3.72 -3.95 -1.32
H 3.68 -2.32 -0.60
C 0.89 3.48 -0.66
C 0.75 -3.25 0.04
P -0.70 2.66 -0.27
H 0.80 4.57 -0.71
H 1.60 3.24 0.15
P -0.91 -2.51 0.24
H 1.40 -2.77 0.79
H 0.74 -4.33 0.23
C -1.39 -3.03 1.98
C -1.96 -3.62 -0.87
C -1.87 3.46 -1.49
C -1.25 3.30 1.37
C -1.07 2.28 2.50
H -2.34 3.48 1.24
C -0.57 4.61 1.76
H 0.51 4.46 1.91
H -1.00 4.96 2.71
H -0.72 5.41 1.02
H -1.67 1.37 2.35
H -1.38 2.74 3.45
H -0.01 1.99 2.60
H -1.47 3.18 -2.48
C -1.89 4.99 -1.37
C -3.30 2.94 -1.38
H -0.90 5.46 -1.49
H -2.32 5.31 -0.41
H -2.53 5.39 -2.16
H -3.39 1.89 -1.68
H -3.94 3.53 -2.06
H -3.71 3.05 -0.37
H -1.53 -3.48 -1.87
C -3.42 -3.13 -0.89
C -1.90 -5.10 -0.49
H -0.89 -5.53 -0.54
H -2.51 -5.66 -1.21
H -2.33 -5.28 0.50
H -3.50 -2.14 -1.35
H -3.84 -3.08 0.12
H -4.02 -3.83 -1.48
C -1.20 -1.86 2.94
C -0.64 -4.25 2.52
H -2.47 -3.26 1.91
H 0.43 -4.03 2.62
H -0.76 -5.14 1.90
H -1.03 -4.47 3.52
H -0.14 -1.56 2.98
H -1.50 -2.16 3.95
H -1.79 -0.98 2.67
C -3.26 0.05 0.47
H -3.47 0.00 -0.60
H -2.57 -0.76 0.76
H -2.80 1.02 0.72
F 5.05 0.43 5.39
C 4.22 0.20 4.36
C 3.72 1.26 3.61
F 4.06 2.53 3.92
C 2.87 1.02 2.55
F 2.39 2.07 1.83
C 2.46 -0.30 2.17
O 1.64 -0.52 1.24
C 3.03 -1.35 2.97
F 2.71 -2.64 2.64
C 3.87 -1.12 4.03
F 4.36 -2.15 4.75
```

Entry 6:
This record from OMol25 describes a molecular structure, C45H31N6O2S3W. The level of theory is ωB97M-V/def2-TZVPD.

Results
- Expectation value of S²: 2.03
- Net charge: +1
- Multiplicity: 3
- Lowest unoccupied orbital energy (spin up / spin down): -3.45 / -3.85 eV

```
88
C45H31N6O2S3W (ωB97M-V/def2-TZVPD)
W -1.40 -0.44 -0.88
S -3.85 -2.32 4.13
C -4.65 -2.46 5.63
C -4.62 -1.30 6.34
C -3.94 -0.27 5.64
C -3.47 -0.67 4.42
C -2.74 0.14 3.44
C -2.57 -0.35 2.13
N -1.96 0.33 1.16
C -1.49 1.56 1.48
C -1.56 2.12 2.76
C -1.01 3.43 2.96
C -0.44 4.13 1.95
C -0.36 3.57 0.63
C 0.22 4.22 -0.47
C 0.25 3.61 -1.71
C -0.28 2.31 -1.81
N -0.80 1.66 -0.78
C -0.88 2.29 0.42
C 0.84 4.23 -2.89
C 1.32 3.61 -4.01
C 1.84 4.52 -4.96
C 1.73 5.82 -4.56
S 1.00 5.94 -3.02
C -2.21 1.38 3.75
H -5.10 -3.40 5.92
H -5.07 -1.18 7.31
H -3.83 0.73 6.03
H -2.95 -1.32 1.84
H -1.06 3.86 3.95
H -0.04 5.12 2.12
H 0.64 5.21 -0.33
H -0.29 1.78 -2.76
H 1.35 2.54 -4.15
H 2.27 4.23 -5.91
H 2.03 6.71 -5.08
H -2.28 1.78 4.75
N 4.43 -4.15 1.34
C 5.72 -4.22 1.83
C 6.59 -5.29 2.03
C 7.83 -4.98 2.54
C 8.20 -3.65 2.83
C 7.33 -2.60 2.63
C 6.07 -2.89 2.12
N 5.01 -2.05 1.83
C 4.07 -2.82 1.37
C 2.77 -2.32 0.93
C 1.79 -3.12 0.37
C 0.59 -2.55 -0.01
N 0.34 -1.24 0.11
C 1.29 -0.46 0.66
C 2.50 -0.96 1.09
H 3.86 -4.93 1.06
H 6.31 -6.31 1.80
H 8.54 -5.77 2.71
H 9.19 -3.46 3.23
H 7.61 -1.58 2.86
H 1.92 -4.18 0.20
H -0.20 -3.15 -0.46
H 1.07 0.59 0.75
H 3.24 -0.31 1.53
N -0.65 -0.72 -2.47
C 0.33 -0.95 -3.41
C 1.56 -0.27 -3.34
C 2.53 -0.50 -4.29
C 2.31 -1.41 -5.32
C 1.10 -2.09 -5.38
C 0.11 -1.87 -4.44
H 1.74 0.42 -2.52
H 3.48 0.02 -4.22
H 3.08 -1.59 -6.06
H 0.93 -2.81 -6.18
H -0.83 -2.40 -4.49
O -6.35 3.46 -2.41
C -6.21 2.84 -1.21
O -6.64 3.34 -0.22
C -5.50 1.53 -1.21
C -5.80 0.63 -0.18
C -5.12 -0.57 -0.06
C -4.09 -0.89 -0.96
S -3.00 -2.24 -0.65
C -3.82 -0.01 -2.02
C -4.52 1.20 -2.14
H -6.12 2.86 -3.13
H -6.57 0.90 0.53
H -5.35 -1.25 0.74
H -3.09 -0.28 -2.78
H -4.26 1.87 -2.94
```

Entry 7:
This record from OMol25 describes 3 unconnected molecules or ions with the total composition C2H7NO5. The level of theory is ωB97M-V/def2-TZVPD.

Results
- Lowest unoccupied orbital energy: -5.56 eV

```
15
C2H7NO5 (ωB97M-V/def2-TZVPD)
O 1.82 -0.01 0.84
C 1.34 0.72 -0.19
N 0.60 -0.08 -1.07
C -0.57 0.71 -1.89
O -0.19 1.80 -2.24
O -1.66 0.13 -1.94
H 2.11 1.30 -0.84
H 0.37 -0.99 -0.68
H 0.53 1.53 0.26
H 0.81 -0.42 1.77
H 1.12 -0.99 3.15
O 0.35 -0.92 2.57
H -1.97 -0.60 -0.62
H -2.73 -1.37 0.54
O -1.94 -0.82 0.35
```

Molecular weight? In order: 1408.373, 141.261, 121.180, 779.242, 781.712, 967.824, 125.080 u.